1.
Density functional theory data (ωB97M-V with the def2-TZVPD basis set) for a structure of composition C2H5N3 in a non-equilibrium geometry.

The energy relative to the best compared isomer or geometry (same formula, charge and spin) is 3.341 eV. The LUMO energy comes out at 0.7 eV. Its gap between HOMO and LUMO is 10.035 eV. The net charge is 0.

Element x y z (Å)
1 C 2.19 -0.15 0.17
2 C -1.38 0.44 0.03
3 H 2.75 -1.07 0.27
4 H 2.68 0.80 0.18
5 H 0.30 1.59 0.32
6 H -1.80 1.59 0.60
7 H -1.54 -1.51 -0.09
8 N 0.96 -0.39 -0.13
9 N 0.04 0.55 -0.33
10 N -2.04 -0.62 0.10

Mulliken population analysis, charges in e, atoms 1 to 6: C -0.3504; C 0.1396; H 0.2500; H 0.2833; H 0.2916; H 0.1642

2.
Density functional theory data (ωB97M-V with the def2-TZVPD basis set) for a structure of composition CF3NO4PdS2 in a non-equilibrium geometry.

As for the expectation value of S²: 2.007. The energy relative to the best compared isomer or geometry (same formula, charge and spin) is 0.000 eV. The multiplicity is 3. The LUMO energy (spin up / spin down) comes out at -0.9 / -3.0 eV. Its gap between HOMO and LUMO (spin up / spin down) is 8.893 / 7.326 eV. The net charge is 0.

Element x y z (Å)
1 N -0.09 -0.49 1.35
2 S -1.57 -0.11 2.03
3 O -2.53 -0.06 0.79
4 O -1.74 1.30 2.61
5 S 0.68 0.33 0.24
6 O -0.28 1.36 -0.29
7 O 2.05 0.09 0.73
8 Pd -1.82 1.53 0.23
9 C 1.15 -0.17 -1.53
10 F 2.14 0.60 -1.98
11 F 1.55 -1.43 -1.54
12 F 0.17 -0.08 -2.41

Mulliken population analysis, charges in e, atoms 1 to 6: N -0.3870; S 0.5774; O -0.6029; O -0.4655; S 1.2528; O -0.9199

3.
Density functional theory data (ωB97M-V with the def2-TZVPD basis set) for a cluster of 2 separate species, C2H3BrClN in total in a non-equilibrium geometry.

The energy relative to the best compared isomer or geometry (same formula, charge and spin) is 3.188 eV. The LUMO energy comes out at 0.4 eV. Its gap between HOMO and LUMO is 8.433 eV. The net charge is 0.

Element x y z (Å)
1 C -1.33 -0.04 0.31
2 C 1.60 -0.44 -0.72
3 N -0.34 0.38 -0.33
4 Cl 1.44 -1.80 0.11
5 Br 2.32 1.11 0.16
6 H -1.10 -0.99 0.96
7 H -2.28 0.45 0.30
8 H -0.30 1.33 -0.80

Mulliken population analysis, charges in e, atoms 1 to 6: C -0.1635; C 0.0698; N -0.3770; Cl -0.0523; Br -0.1514; H 0.1113

4.
Density functional theory data (ωB97M-V with the def2-TZVPD basis set) for a structure of composition C20H20BeF3N3OS in a non-equilibrium geometry.

The LUMO energy comes out at -10.9 eV. Its gap between HOMO and LUMO is 2.596 eV. The net charge is +2.

Element x y z (Å)
1 C 0.35 -3.49 0.74
2 C 0.95 -2.27 0.01
3 C 0.10 -1.85 -1.23
4 C -0.29 -0.39 -1.20
5 C 0.70 0.55 -1.32
6 C 0.40 1.95 -1.26
7 N 1.27 2.95 -1.35
8 S 0.39 4.30 -1.23
9 N -1.07 3.70 -1.08
10 C -0.95 2.36 -1.10
11 C -1.98 1.42 -1.00
12 C -3.40 1.82 -0.86
13 C -3.95 1.45 0.55
14 C -4.39 0.06 0.63
15 F -5.31 -0.36 -0.20
16 C -3.87 -0.86 1.58
17 F -2.60 -0.88 1.84
18 F -4.54 -1.91 2.02
19 C -1.63 0.06 -1.04
20 N -2.70 -0.84 -0.91
21 O 1.03 -1.18 0.91
22 C 2.27 -1.05 1.63
23 C 3.22 -0.13 0.91
24 C 3.39 1.17 1.37
25 C 4.23 2.05 0.71
26 C 4.92 1.65 -0.43
27 C 4.78 0.35 -0.88
28 C 3.94 -0.53 -0.21
29 H -0.69 -3.65 0.47
30 H 0.92 -4.39 0.53
31 H 0.39 -3.30 1.81
32 H 1.94 -2.58 -0.32
33 H 0.71 -2.01 -2.12
34 H -0.75 -2.52 -1.31
35 H 1.72 0.24 -1.48
36 H -3.46 2.90 -0.97
37 H -4.02 1.40 -1.65
38 H -3.28 1.70 1.37
39 H -4.86 2.04 0.69
40 H -3.23 -1.00 -1.76
41 H -2.38 -1.74 -0.56
42 H 2.01 -0.59 2.58
43 H 2.73 -2.03 1.81
44 H 2.88 1.52 2.26
45 H 4.38 3.06 1.06
46 H 5.57 2.33 -0.96
47 H 5.31 -0.01 -1.75
48 H 3.83 -1.54 -0.57
49 Be -4.97 0.07 3.28

Mulliken population analysis, charges in e, atoms 1 to 6: C -1.4557; C 1.2607; C -2.0776; C -0.0468; C -0.5611; C -0.2468

5.
Density functional theory data (ωB97M-V with the def2-TZVPD basis set) for a cluster of 2 separate species, C6H10O in total in a non-equilibrium geometry.

The energy relative to the best compared isomer or geometry (same formula, charge and spin) is 1.833 eV. The LUMO energy comes out at 0.7 eV. Its gap between HOMO and LUMO is 9.421 eV. The net charge is 0. The SMILES is C=C/C=C/C=C.O.

Element x y z (Å)
1 C -1.23 -0.18 -1.59
2 C -2.52 -0.11 -1.91
3 C 0.31 0.94 -0.05
4 C -0.79 0.21 -0.23
5 C 1.96 1.68 1.56
6 C 0.68 1.61 1.22
7 H -0.47 -0.44 -2.30
8 H -2.79 -0.21 -2.96
9 H -3.37 0.02 -1.25
10 H 0.97 1.18 -0.88
11 H -1.54 0.04 0.52
12 H 2.67 1.20 0.89
13 H 2.41 2.03 2.48
14 H -0.11 2.12 1.77
15 H 0.94 -2.82 0.48
16 H 1.80 -3.57 1.44
17 O 1.08 -3.70 0.80

Mulliken population analysis, charges in e, atoms 1 to 6: C -0.0478; C -0.7457; C -0.4209; C -0.2879; C -0.7225; C -0.1789

6.
Density functional theory data (ωB97M-V with the def2-TZVPD basis set) for a structure of composition C36H41N3O4P2RuS2.

As for the expectation value of S²: 0.757. The energy relative to the best compared isomer or geometry (same formula, charge and spin) is 1.900 eV. The multiplicity is 2. The LUMO energy (spin up / spin down) comes out at -3.1 / -2.8 eV. Its gap between HOMO and LUMO (spin up / spin down) is 7.086 / 7.280 eV. The net charge is +1.

Element x y z (Å)
1 Ru 0.17 -0.16 0.62
2 C -6.17 -0.36 0.52
3 C -5.72 0.38 1.60
4 C -4.37 0.39 1.92
5 C -3.47 -0.34 1.15
6 C -3.93 -1.10 0.08
7 C -5.27 -1.11 -0.24
8 P -1.76 -0.48 1.65
9 C -1.06 1.04 2.31
10 C 0.12 0.85 3.03
11 C 0.86 1.97 3.44
12 C 0.39 3.23 3.17
13 C -0.80 3.41 2.46
14 C -1.51 2.34 2.00
15 C -1.65 -1.88 2.75
16 C -2.47 -2.29 3.76
17 C -2.25 -3.56 4.32
18 C -1.31 -4.41 3.80
19 C -0.50 -4.04 2.70
20 C 0.36 -4.91 2.00
21 C 0.98 -4.46 0.86
22 C 0.84 -3.13 0.41
23 C 0.11 -2.22 1.12
24 C -0.64 -2.71 2.22
25 H -7.23 -0.37 0.27
26 H -6.42 0.96 2.19
27 H -4.03 0.96 2.78
28 H -3.22 -1.67 -0.52
29 H -5.63 -1.70 -1.07
30 H 0.38 -0.14 3.40
31 H 1.79 1.82 3.98
32 H 0.95 4.09 3.50
33 H -1.14 4.42 2.25
34 H -2.40 2.47 1.41
35 H -3.28 -1.67 4.13
36 H -2.87 -3.89 5.15
37 H -1.21 -5.41 4.21
38 H 0.50 -5.93 2.34
39 H 1.59 -5.14 0.28
40 H 1.35 -2.83 -0.50
41 C -2.99 0.66 -3.35
42 P -2.58 1.67 -1.91
43 C -4.15 2.30 -1.30
44 C -1.71 3.10 -2.57
45 O -1.81 0.93 -0.87
46 H -3.50 1.26 -4.10
47 H -3.64 -0.16 -3.05
48 H -2.08 0.25 -3.78
49 H -4.67 2.88 -2.06
50 H -3.96 2.95 -0.44
51 H -4.78 1.47 -0.98
52 H -2.31 3.60 -3.33
53 H -0.76 2.78 -3.01
54 H -1.51 3.80 -1.75
55 S 2.67 -0.23 1.79
56 C 3.96 -1.15 1.28
57 N 5.17 -1.07 1.84
58 C 6.28 -1.72 1.16
59 C 5.65 -2.87 0.39
60 S 3.97 -2.29 -0.04
61 H 5.32 -0.38 2.56
62 H 7.01 -2.08 1.88
63 H 6.77 -1.02 0.48
64 H 5.56 -3.77 1.00
65 H 6.20 -3.11 -0.52
66 C 0.30 0.21 -4.26
67 C 1.77 0.04 -3.90
68 C 2.22 0.92 -2.73
69 C 3.74 0.69 -2.48
70 C 4.39 1.57 -1.42
71 C 2.06 2.40 -3.06
72 O 2.33 2.86 -4.14
73 N 1.63 3.19 -2.03
74 C 1.20 2.79 -0.76
75 O 0.87 3.63 0.05
76 N 1.11 1.44 -0.54
77 C 1.46 0.56 -1.48
78 O 1.16 -0.64 -1.23
79 H 0.04 -0.41 -5.12
80 H 0.08 1.24 -4.54
81 H -0.35 -0.09 -3.43
82 H 2.39 0.30 -4.76
83 H 1.99 -0.99 -3.64
84 H 4.22 0.85 -3.44
85 H 3.85 -0.36 -2.23
86 H 4.42 2.62 -1.72
87 H 5.43 1.25 -1.28
88 H 3.89 1.50 -0.45
89 H 1.63 4.19 -2.18

Mulliken population analysis, charges in e, atoms 1 to 6: Ru -0.4925; C -0.5704; C -0.7665; C -0.1457; C 0.5287; C -0.5129

Repeat the second record exactly.
Density functional theory data (ωB97M-V with the def2-TZVPD basis set) for a structure of composition CF3NO4PdS2 in a non-equilibrium geometry.

As for the expectation value of S²: 2.007. The energy relative to the best compared isomer or geometry (same formula, charge and spin) is 0.000 eV. The multiplicity is 3. The LUMO energy (spin up / spin down) comes out at -0.9 / -3.0 eV. Its gap between HOMO and LUMO (spin up / spin down) is 8.893 / 7.326 eV. The net charge is 0.

Element x y z (Å)
1 N -0.09 -0.49 1.35
2 S -1.57 -0.11 2.03
3 O -2.53 -0.06 0.79
4 O -1.74 1.30 2.61
5 S 0.68 0.33 0.24
6 O -0.28 1.36 -0.29
7 O 2.05 0.09 0.73
8 Pd -1.82 1.53 0.23
9 C 1.15 -0.17 -1.53
10 F 2.14 0.60 -1.98
11 F 1.55 -1.43 -1.54
12 F 0.17 -0.08 -2.41

Mulliken population analysis, charges in e, atoms 1 to 6: N -0.3870; S 0.5774; O -0.6029; O -0.4655; S 1.2528; O -0.9199